1.
Molecular formula: C19H26N8OPd
Method: DFT, ωB97M-V/def2-TZVPD

* E: -1380.84109 hartree
* net charge: 0
* lowest unoccupied orbital energy: 0.43 eV
* ΔE to the lowest compared entry with this formula, charge and spin: 11.1 kJ/mol

```
55
C19H26N8OPd (ωB97M-V/def2-TZVPD)
Pd 1.04433 -0.51961 -0.40658
N 1.47998 -0.06354 1.96312
C 0.33783 -0.57205 2.72960
C 0.30606 -2.09610 2.74321
C -0.09867 -2.79088 1.44915
N 0.89016 -2.61339 0.37436
H 2.34621 -0.48287 2.28561
H 1.56613 0.93982 2.06858
H -0.57386 -0.18341 2.26739
H 0.35106 -0.22388 3.76980
H -0.40429 -2.40818 3.51249
H 1.28507 -2.47472 3.06268
H -1.05191 -2.38830 1.09850
H -0.25058 -3.85349 1.67269
H 0.69012 -3.24078 -0.39421
H 1.82822 -2.83762 0.70484
N -4.28684 0.68556 -1.40776
C -5.51240 0.97189 -0.84370
C -6.80871 0.58088 -1.15267
C -7.81775 1.07095 -0.34267
C -7.53988 1.91890 0.73853
C -6.24629 2.30297 1.03792
C -5.21707 1.82387 0.23104
N -3.85288 2.05093 0.30301
C -3.33653 1.36593 -0.68292
C -1.91162 1.29521 -0.99953
C -1.02415 2.27006 -0.45484
C 0.30448 2.17073 -0.70642
N 0.88333 1.20042 -1.49907
C 0.02723 0.24827 -2.03361
C -1.37961 0.30490 -1.77300
H -4.11736 0.19065 -2.26392
H -7.02576 -0.07596 -1.98534
H -8.84348 0.79296 -0.54687
H -8.35918 2.27773 1.34779
H -6.02503 2.95773 1.87027
H -1.41703 3.07688 0.14680
H 0.99992 2.90090 -0.30525
H 0.35786 -0.25112 -2.93939
H -1.99685 -0.47654 -2.20272
C 6.77426 0.33313 -1.57082
N 5.72288 -0.37578 -0.88822
C 5.92636 -1.52660 -0.03624
C 4.48904 -1.81142 0.42135
O 4.16975 -2.70844 1.18046
N 3.65094 -0.91071 -0.15864
C 4.39648 -0.10171 -0.90995
N 3.88082 0.90399 -1.61266
H 7.67683 0.31293 -0.96063
H 6.50056 1.37925 -1.70761
H 7.00692 -0.10290 -2.54623
H 6.57082 -1.30196 0.81626
H 6.33462 -2.38443 -0.57482
H 2.85808 1.03448 -1.62044
H 4.44140 1.41446 -2.26872
```

---

2.
Molecular formula: C19H26NO3
Method: DFT, ωB97M-V/def2-TZVPD

* E: -1019.78619 hartree
* net charge: +1
* lowest unoccupied orbital energy: -5.17 eV
* ΔE to the lowest compared entry with this formula, charge and spin: 179.3 kJ/mol

```
49
C19H26NO3 (ωB97M-V/def2-TZVPD)
C -5.12821 3.55453 1.05803
O -4.99464 2.15146 0.99250
C -3.69750 1.66427 1.13112
C -3.50760 0.27772 0.98718
C -2.26099 -0.27867 1.03096
C -1.10841 0.51905 1.20351
C 0.16871 -0.08636 1.11367
C 1.44224 0.52443 1.02510
C 2.59937 -0.27138 1.18606
C 3.84458 0.28750 1.21753
C 4.03177 1.67362 1.07152
O 5.33066 2.16277 1.18390
C 5.45871 3.56640 1.12045
C 2.89468 2.46059 0.81342
C 1.64555 1.90099 0.77197
C -1.31687 1.89333 1.46830
C -2.56557 2.45078 1.41285
H -6.18797 3.80158 0.98132
H -4.75003 3.92583 2.01190
H -4.59743 4.02122 0.22607
H -4.37386 -0.34240 0.82761
H -2.13697 -1.34359 0.91940
H 0.17047 -1.16344 1.09987
H 2.47707 -1.33586 1.29845
H 4.71329 -0.33191 1.36770
H 6.51906 3.81664 1.18242
H 5.06533 3.93910 0.17349
H 4.93830 4.02865 1.96146
H 3.01197 3.51415 0.62903
H 0.81343 2.50914 0.46822
H -0.49083 2.49835 1.79291
H -2.68823 3.50291 1.60371
C 0.11252 -4.85664 -0.47634
C -0.34227 -4.43656 -1.85971
C -0.50619 -2.91984 -1.97801
C -1.01574 -2.49254 -3.35697
O -1.06042 -1.08618 -3.44465
N 0.72448 -2.20510 -1.68484
H 0.23445 -5.93884 -0.39116
H 1.06873 -4.39353 -0.22795
H -0.60355 -4.54333 0.28536
H 0.37815 -4.76927 -2.61448
H -1.28551 -4.92882 -2.12444
H -1.24383 -2.59074 -1.22926
H -0.33845 -2.86725 -4.13216
H -2.01074 -2.90865 -3.55686
H -1.44006 -0.80412 -4.30938
H 1.44671 -2.52096 -2.31889
H 0.56162 -1.22903 -1.91188
```

---

3.
Molecular formula: C19H26O6
Method: DFT, ωB97M-V/def2-TZVPD

* E: -1191.07714 hartree
* net charge: 0
* lowest unoccupied orbital energy: 0.69 eV
* ΔE to the lowest compared entry with this formula, charge and spin: 4.5 kJ/mol

```
51
C19H26O6 (ωB97M-V/def2-TZVPD)
C 0.37481 4.25247 1.93454
C 1.19112 3.68298 0.78387
H 1.92859 2.96532 1.15767
H 1.69217 4.47342 0.22181
O 0.35395 3.02375 -0.17005
C -0.00388 1.76824 0.10475
O 0.33742 1.16568 1.08378
C -0.86565 1.22070 -1.02445
C -2.16127 0.63596 -0.47970
O -2.54677 0.72592 0.65376
O -2.86358 0.09405 -1.47616
C -4.19051 -0.36088 -1.20733
C -5.19542 0.50441 -1.95348
H -5.14563 1.53079 -1.59806
H -4.98238 0.49236 -3.01923
H -6.19865 0.12266 -1.78729
H -4.24203 -1.39825 -1.54892
H -4.36980 -0.31539 -0.12852
H -1.16463 2.06613 -1.65312
C -0.06602 0.22098 -1.90251
C 1.03374 -0.46288 -1.14192
C 2.34741 -0.10782 -1.34977
C 3.39892 -0.68679 -0.63372
C 3.08381 -1.64791 0.32246
C 1.77274 -2.01131 0.55252
C 0.72735 -1.43124 -0.16657
O -0.57695 -1.74329 -0.03353
C -1.01328 -2.53076 1.07378
C -0.96389 -1.71272 2.36078
H -1.58530 -0.82826 2.24515
H 0.04868 -1.37860 2.57012
H -1.32774 -2.30657 3.19502
C -2.43748 -2.97379 0.75852
H -2.47694 -3.44300 -0.22158
H -2.77610 -3.68512 1.50653
H -3.09758 -2.11258 0.76697
H -0.37944 -3.42623 1.15568
H 1.57337 -2.75278 1.30961
H 3.85778 -2.12116 0.90619
C 4.77209 -0.22866 -0.92497
O 4.99528 0.63205 -1.75141
C 5.89462 -0.87706 -0.14730
H 5.76483 -0.69591 0.91725
H 6.84286 -0.45489 -0.47023
H 5.90014 -1.95053 -0.32190
H 2.59564 0.64698 -2.08252
H 0.37630 0.76837 -2.73533
H -0.76399 -0.51750 -2.29855
H 1.03057 4.77886 2.62206
H -0.37567 4.94350 1.55825
H -0.12362 3.44633 2.46708
```

---

4.
Molecular formula: C19H27AuBrFNSb
Method: DFT, ωB97M-V/def2-TZVPD

* E: -3844.16812 hartree
* net charge: +2
* lowest unoccupied orbital energy: -7.95 eV
* ΔE to the lowest compared entry with this formula, charge and spin: 13.9 kJ/mol

```
51
C19H27AuBrFNSb (ωB97M-V/def2-TZVPD)
Au 0.34310 -0.25679 0.81764
C 5.05139 -0.76446 -2.10828
C 3.65250 -1.28934 -1.92387
C 3.21309 -2.48031 -2.49038
C 1.91383 -2.92296 -2.29594
C 1.08528 -2.15640 -1.50584
Br -0.69125 -2.68715 -1.20832
N 1.47489 -1.01842 -0.93224
C 2.73662 -0.59696 -1.15144
H 5.63347 -1.41693 -2.75494
H 5.56839 -0.69075 -1.15100
H 5.03879 0.22970 -2.55617
H 3.88836 -3.06854 -3.10059
H 1.55438 -3.83687 -2.74595
H 3.00392 0.34684 -0.68827
C 0.56844 3.96900 -0.95063
C -0.63196 3.18560 -1.47218
Sb -1.14879 1.56123 -0.23926
C -2.79318 0.53116 -1.03542
C -3.90831 1.46520 -1.52191
C -1.88768 2.60929 1.44166
C -2.87316 3.75641 1.18473
H 0.71097 4.85958 -1.56268
H 1.48694 3.38486 -1.00156
H 0.42681 4.30278 0.07837
H -0.47644 2.80726 -2.48096
H -1.55722 3.76272 -1.45916
H -3.12508 -0.14363 -0.24419
H -2.40031 -0.07710 -1.84965
H -4.34853 2.04015 -0.71022
H -4.70691 0.87633 -1.97333
H -3.55350 2.15880 -2.28511
H -0.98552 2.97866 1.93334
H -2.33953 1.85385 2.07999
H -2.46274 4.50802 0.50907
H -3.10605 4.27039 2.11717
H -3.81525 3.40309 0.76998
F 0.36249 -5.58984 1.81707
C 0.20681 -4.31118 2.07772
C -1.11294 -3.83081 2.18866
C -1.30554 -2.50511 2.42223
C -0.18345 -1.63804 2.59448
C -0.31202 -0.22599 2.78426
C 1.13328 -2.18342 2.51885
C 1.32833 -3.52608 2.24032
H -1.93314 -4.52987 2.08159
H -2.30701 -2.10123 2.51946
H 0.54061 0.26371 3.26035
H -1.25035 0.24243 3.03969
H 1.98228 -1.54317 2.73490
H 2.31088 -3.97571 2.18800
```